Version a
ORCA calculation (ωB97M-V with the def2-TZVPD basis set) on a structure of composition C42H56FIrN3O4Si2.

Structure (XYZ):
```
109
Properties=species:S:1:pos:R:3:lowdin_spin:R:1
Ir 1.317 -0.624 -0.001 2.18
C 0.805 -3.608 3.046 0.06
C 0.104 -4.618 2.393 0.03
C -0.114 -4.552 1.032 0.04
C 0.364 -3.474 0.264 0.05
C 1.006 -2.421 0.953 0.09
C 1.247 -2.516 2.313 0.03
C 0.232 -3.399 -1.173 0.18
C -0.366 -4.394 -1.956 0.02
C -0.417 -4.290 -3.324 0.18
C 0.184 -3.160 -3.965 0.03
C 0.211 -2.975 -5.349 0.05
C 0.832 -1.870 -5.918 0.05
C 1.449 -0.933 -5.097 0.04
C 1.434 -1.093 -3.723 0.06
C 0.789 -2.183 -3.120 0.03
N 0.773 -2.284 -1.767 0.33
H 0.993 -3.667 4.111 0.00
H -0.265 -5.468 2.955 0.00
H -0.661 -5.349 0.546 0.00
H 1.784 -1.721 2.818 0.00
H -0.797 -5.263 -1.478 0.00
H -0.883 -5.057 -3.931 0.01
H -0.266 -3.717 -5.981 0.00
H 0.839 -1.745 -6.994 0.00
H 1.949 -0.077 -5.538 0.00
H 1.915 -0.400 -3.052 0.00
C 2.665 1.820 -2.800 0.00
C 2.947 2.139 -1.362 0.00
C 3.717 3.241 -1.047 0.00
C 3.918 3.569 0.298 0.00
C 3.317 2.819 1.271 0.00
C 2.509 1.708 0.905 0.02
N 2.392 1.368 -0.414 0.03
N 1.858 0.918 1.752 0.15
Si 1.209 1.379 3.273 0.02
C 0.268 3.009 3.042 0.00
C 0.041 0.070 3.946 0.00
C 2.516 1.662 4.636 0.00
H 2.816 2.706 -3.414 0.00
H 1.633 1.487 -2.910 0.00
H 3.323 1.032 -3.170 0.00
H 4.141 3.844 -1.838 0.00
H 4.540 4.414 0.569 0.00
H 3.444 3.036 2.322 0.00
H -0.563 2.838 2.353 0.00
H 0.912 3.775 2.603 0.00
H -0.136 3.400 3.979 0.00
H -0.599 -0.312 3.149 0.00
H -0.598 0.520 4.711 0.00
H 0.566 -0.770 4.405 0.00
H 3.102 2.571 4.478 0.00
H 3.217 0.826 4.708 0.00
H 2.017 1.759 5.605 0.00
F 7.188 -2.708 -0.052 0.00
C 5.903 -2.275 -0.034 0.01
C 5.473 -1.491 1.015 0.00
C 4.156 -1.056 1.026 0.01
C 3.257 -1.380 0.004 0.01
C 3.743 -2.183 -1.031 0.02
C 5.057 -2.632 -1.060 0.00
H 6.160 -1.228 1.809 0.00
H 3.826 -0.452 1.861 0.00
H 3.085 -2.477 -1.837 0.00
H 5.415 -3.257 -1.868 0.00
C -2.309 -0.911 -2.748 0.00
C -3.274 -0.886 -1.565 0.00
C -3.020 -2.072 -0.635 0.00
C -4.716 -0.924 -2.070 0.00
O -3.124 0.348 -0.868 0.00
Si -1.993 0.788 0.251 0.02
O -0.566 0.141 0.018 0.20
O -2.027 2.434 0.241 0.00
C -1.450 3.356 -0.675 0.00
C -0.056 3.728 -0.170 0.00
C -1.353 2.776 -2.088 0.00
C -2.357 4.586 -0.684 0.00
O -2.514 0.376 1.751 0.00
C -3.649 0.787 2.504 0.00
C -4.005 -0.390 3.411 0.00
C -4.853 1.139 1.626 0.00
C -3.266 2.004 3.348 0.00
H -2.364 -1.860 -3.284 0.00
H -1.294 -0.780 -2.376 0.00
H -2.536 -0.095 -3.437 0.00
H -3.174 -3.012 -1.166 0.00
H -3.696 -2.025 0.223 0.00
H -1.994 -2.044 -0.264 0.00
H -4.876 -1.818 -2.677 0.00
H -4.922 -0.041 -2.677 0.00
H -5.414 -0.938 -1.230 0.00
H 0.533 2.818 -0.044 0.00
H -0.123 4.230 0.798 0.00
H 0.450 4.387 -0.878 0.00
H -0.664 1.928 -2.099 0.00
H -1.000 3.538 -2.784 0.00
H -2.333 2.418 -2.407 0.00
H -2.469 4.974 0.330 0.00
H -3.342 4.309 -1.065 0.00
H -1.935 5.368 -1.317 0.00
H -4.287 -1.251 2.803 0.00
H -4.836 -0.129 4.069 0.00
H -3.139 -0.667 4.014 0.00
H -5.107 0.301 0.977 0.00
H -4.618 1.997 0.994 0.00
H -5.711 1.380 2.256 0.00
H -2.445 1.753 4.021 0.00
H -4.123 2.343 3.935 0.00
H -2.943 2.809 2.687 0.00
```

Properties
Frontier orbital gap (spin up / spin down), eV: 4.67 / 5.76
Highest occupied orbital energy (spin up / spin down), Ha: -0.078 / -0.186
LUMO energy (spin up / spin down), eV: 2.5404 / 0.6960
Expectation value of S²: 6.037
2S+1: 5
Charge: -1

---

Version b
ORCA calculation (ωB97M-V with the def2-TZVPD basis set) on a structure of composition C42H56FIrN3O4Si2.

Structure (XYZ):
```
109
Properties=species:S:1:pos:R:3:lowdin_spin:R:1
Ir 0.129 -0.086 0.050 2.32
C 3.313 -1.617 -2.684 0.02
C 3.111 -0.882 -3.845 0.01
C 2.165 0.124 -3.850 0.02
C 1.374 0.374 -2.720 0.03
C 1.548 -0.378 -1.544 0.11
C 2.562 -1.338 -1.552 0.02
C 0.350 1.428 -2.755 0.10
C -0.079 1.975 -3.968 -0.01
C -1.011 2.970 -3.980 0.06
C -1.552 3.436 -2.773 0.02
C -2.517 4.473 -2.768 0.33
C -3.135 4.861 -1.577 0.02
C -2.809 4.273 -0.402 0.26
C -1.751 3.215 -0.262 0.05
C -1.105 2.814 -1.572 0.09
N -0.191 1.831 -1.579 0.07
H 4.054 -2.409 -2.664 0.00
H 3.691 -1.091 -4.736 0.00
H 2.048 0.715 -4.751 0.00
H 2.773 -1.905 -0.651 0.00
H 0.299 1.578 -4.898 0.00
H -1.365 3.387 -4.917 0.00
H -2.772 4.957 -3.702 0.02
H -3.895 5.634 -1.599 -0.01
H -3.276 4.598 0.517 0.01
H -2.185 2.271 0.121 0.02
C -0.716 -3.815 -0.833 0.00
C 0.405 -3.574 0.132 0.01
C 1.273 -4.589 0.509 0.01
C 2.293 -4.290 1.410 0.00
C 2.432 -3.008 1.888 0.00
C 1.525 -2.010 1.461 0.01
N 0.529 -2.339 0.610 0.09
N 1.555 -0.700 1.766 0.11
Si 2.534 -0.083 3.033 0.02
C 4.408 -0.124 2.707 0.00
C 2.181 1.730 3.349 0.00
C 2.121 -1.027 4.637 0.00
H -0.965 -4.875 -0.883 0.00
H -0.422 -3.467 -1.826 0.00
H -1.592 -3.245 -0.525 0.00
H 1.154 -5.584 0.101 0.00
H 2.983 -5.064 1.728 0.00
H 3.242 -2.742 2.554 0.00
H 4.633 0.511 1.846 0.00
H 4.798 -1.121 2.490 0.00
H 4.959 0.272 3.563 0.00
H 2.067 2.275 2.409 0.00
H 2.992 2.193 3.917 0.00
H 1.264 1.849 3.920 0.00
H 2.658 -1.974 4.721 0.00
H 1.053 -1.254 4.630 0.00
H 2.337 -0.441 5.533 0.00
F 0.853 6.008 3.833 0.00
C 0.298 5.264 2.849 0.00
C -0.689 4.355 3.172 0.00
C -1.251 3.602 2.156 0.00
C -0.861 3.779 0.832 0.02
C 0.161 4.677 0.546 0.01
C 0.754 5.419 1.557 0.00
H -0.995 4.236 4.203 0.00
H -2.029 2.883 2.384 0.00
H 0.473 4.820 -0.482 0.00
H 1.542 6.130 1.348 0.00
C -1.858 -1.444 -2.769 0.01
C -3.344 -1.751 -2.605 0.00
C -3.592 -3.259 -2.502 0.00
C -4.107 -1.187 -3.807 0.00
O -3.894 -1.123 -1.464 0.00
Si -3.435 -0.876 0.101 0.01
O -2.116 -0.031 0.333 0.09
O -3.399 -2.381 0.800 0.00
C -3.311 -2.761 2.171 0.00
C -1.843 -2.812 2.604 0.00
C -4.068 -1.821 3.116 0.00
C -3.925 -4.159 2.268 0.00
O -4.820 -0.234 0.728 0.00
C -5.600 0.912 0.473 0.00
C -5.408 1.445 -0.947 0.00
C -7.065 0.502 0.650 0.00
C -5.228 1.972 1.512 0.00
H -1.394 -2.110 -3.499 0.00
H -1.337 -1.542 -1.816 0.01
H -1.728 -0.415 -3.105 0.00
H -3.190 -3.790 -3.367 0.00
H -4.667 -3.440 -2.438 0.00
H -3.132 -3.639 -1.590 0.00
H -3.739 -1.627 -4.737 0.00
H -3.974 -0.104 -3.848 0.00
H -5.173 -1.402 -3.708 0.00
H -1.351 -1.878 2.327 0.00
H -1.324 -3.629 2.103 0.00
H -1.768 -2.957 3.683 0.00
H -3.615 -0.829 3.098 0.00
H -4.030 -2.215 4.133 0.00
H -5.105 -1.728 2.799 0.00
H -3.391 -4.844 1.608 0.00
H -4.974 -4.129 1.968 0.00
H -3.857 -4.525 3.294 0.00
H -5.682 0.670 -1.662 0.00
H -4.363 1.699 -1.122 0.00
H -6.027 2.329 -1.109 0.00
H -7.303 -0.281 -0.071 0.00
H -7.732 1.352 0.490 0.00
H -7.225 0.110 1.656 0.00
H -4.157 2.161 1.453 0.00
H -5.458 1.607 2.515 0.00
H -5.768 2.905 1.335 0.00
```

Properties
Frontier orbital gap (spin up / spin down), eV: 5.75 / 6.28
Highest occupied orbital energy (spin up / spin down), Ha: -0.118 / -0.176
LUMO energy (spin up / spin down), eV: 2.5307 / 1.5010
Expectation value of S²: 6.054
2S+1: 5
Charge: -1

---

Most stable to least stable: version a, version b

---

Version a
ORCA calculation (ωB97M-V with the def2-TZVPD basis set) on a cluster of 2 separate species, C5H10N2O in total.

Structure (XYZ):
```
18
Properties=species:S:1:pos:R:3:lowdin_spin:R:1
C 0.197 2.311 -0.870 0.01
O 1.472 2.849 -1.172 0.00
H 2.206 2.373 -0.795 0.00
H -0.365 3.128 -0.434 0.00
H -0.207 1.792 -1.749 0.00
H 0.350 1.484 -0.147 0.00
C 0.392 -1.315 -1.596 0.05
C -0.086 -1.168 -0.205 0.24
C -0.125 -0.998 1.900 0.24
C -1.388 -0.798 0.154 0.34
N 0.696 -1.267 0.898 0.00
N -1.407 -0.689 1.500 0.07
H 0.043 -1.007 2.965 0.01
H 1.461 -1.086 -1.498 0.01
H -0.156 -0.554 -2.153 0.01
H -2.219 -0.480 2.081 0.00
H -2.267 -0.669 -0.458 0.01
H 0.387 -2.305 -2.049 0.02
```

Properties
Frontier orbital gap (spin up / spin down), eV: 9.57 / 5.41
Highest occupied orbital energy (spin up / spin down), Ha: -0.498 / -0.498
LUMO energy (spin up / spin down), eV: -3.9984 / -8.1511
Expectation value of S²: 0.761
2S+1: 2
Charge: +1

---

Version b
ORCA calculation (ωB97M-V with the def2-TZVPD basis set) on the ion C5H10N2O with charge +1.

Structure (XYZ):
```
18
Properties=species:S:1:pos:R:3:lowdin_spin:R:1
O 1.655 0.645 -2.747 0.06
C 0.561 0.252 -2.428 0.01
C 0.183 -0.202 -1.043 0.12
C -0.885 0.733 -0.296 0.08
C -0.463 1.019 1.169 0.01
C 0.592 -0.476 2.730 0.01
N 0.684 0.251 1.634 0.10
N -0.181 -1.598 -1.053 0.52
H -0.279 0.329 -2.955 0.00
H 1.216 -0.116 -0.404 0.04
H -2.021 0.453 -0.326 0.00
H -0.939 1.740 -0.865 0.00
H -1.405 0.981 1.758 0.01
H -0.228 2.123 1.071 0.00
H -0.255 -0.733 3.304 0.00
H 1.479 -1.148 2.883 0.00
H -0.037 -2.107 -2.050 0.01
H 0.323 -2.147 -0.384 0.02
```

Properties
Frontier orbital gap (spin up / spin down), eV: 10.66 / 5.31
Highest occupied orbital energy (spin up / spin down), Ha: -0.536 / -0.517
LUMO energy (spin up / spin down), eV: -3.9250 / -8.7578
Expectation value of S²: 0.757
2S+1: 2
Charge: +1

---

Most stable to least stable: version a, version b

---

Version a
ORCA calculation (ωB97M-V with the def2-TZVPD basis set) on a cluster of 2 separate species, C6H15NO in total.

Structure (XYZ):
```
23
Properties=species:S:1:pos:R:3:nbo_charge:R:1
C 1.287 0.085 -1.064 -0.43
C 0.057 0.497 -0.821 0.05
C -1.140 -0.370 -1.194 -0.45
C -1.156 -0.778 -2.669 -0.60
C -0.211 1.595 0.165 -0.46
C -0.720 1.028 1.511 -0.21
N 0.001 1.470 2.691 -0.82
H 2.241 0.544 -0.833 0.20
H 1.532 -0.849 -1.564 0.19
H -2.078 0.128 -0.955 0.21
H -1.036 -1.311 -0.659 0.22
H -0.292 -1.356 -2.962 0.21
H -2.006 -1.416 -2.891 0.21
H -1.333 0.049 -3.362 0.20
H -0.953 2.306 -0.222 0.21
H 0.713 2.140 0.366 0.21
H -0.678 -0.054 1.471 0.19
H -1.786 1.201 1.591 0.19
H 0.155 2.468 2.710 0.35
H 0.892 0.992 2.694 0.35
O 2.140 -3.197 1.907 -0.93
H 2.506 -2.468 1.388 0.46
H 1.863 -2.704 2.702 0.46
```

Properties
Frontier orbital gap, eV: 9.65
Highest occupied orbital energy, Ha: -0.334
SMILES: C=C(CC)CCN.O
LUMO energy, eV: 0.5718

---

Version b
ORCA calculation (ωB97M-V with the def2-TZVPD basis set) on an isolated molecule of C6H15NO.

Structure (XYZ):
```
23
Properties=species:S:1:pos:R:3:nbo_charge:R:1
C 2.253 -0.761 1.626 -0.41
N 1.746 0.520 1.146 -0.64
C 1.588 0.521 -0.305 -0.22
C 0.379 1.311 -0.830 -0.41
C -0.942 1.085 -0.082 -0.42
C -1.265 -0.396 0.195 -0.43
C -1.855 -1.062 -1.060 -0.06
O -3.124 -0.575 -1.447 -0.72
H 1.507 -1.562 1.546 0.16
H 3.140 -1.015 1.048 0.19
H 2.622 -0.669 2.648 0.20
H 0.923 0.827 1.642 0.36
H 1.500 -0.491 -0.721 0.16
H 2.488 0.960 -0.747 0.19
H 0.662 2.365 -0.857 0.21
H 0.196 0.983 -1.857 0.20
H -1.729 1.441 -0.750 0.22
H -0.966 1.679 0.831 0.20
H -0.370 -0.965 0.427 0.21
H -1.912 -0.471 1.072 0.20
H -1.895 -2.145 -0.910 0.16
H -1.191 -0.875 -1.905 0.17
H -3.755 -0.706 -0.709 0.46
```

Properties
Frontier orbital gap, eV: 9.59
Highest occupied orbital energy, Ha: -0.318
SMILES: CNCCCCCO
LUMO energy, eV: 0.9347

---

Most stable to least stable: version b, version a

---

Version a
ORCA calculation (ωB97M-V with the def2-TZVPD basis set) on an isolated molecule of C6H15NO.

Structure (XYZ):
```
23
Properties=species:S:1:pos:R:3:nbo_charge:R:1
C -2.282 0.351 0.454 -0.62
C -1.210 0.226 -0.737 -0.22
N 0.120 -0.145 -0.006 -0.46
C 0.144 -1.673 0.219 -0.22
C 0.726 -1.834 1.666 -0.62
C 1.349 0.201 -0.795 -0.25
C 1.365 1.791 -1.035 -0.08
O 0.554 2.613 -0.262 -0.75
H -2.624 -0.763 0.736 0.21
H -1.817 0.965 1.302 0.21
H -3.081 0.948 0.109 0.21
H -1.576 -0.519 -1.450 0.17
H -1.072 1.068 -1.320 0.20
H 0.606 -2.227 -0.547 0.18
H -0.924 -1.962 0.251 0.19
H 0.002 -1.771 2.461 0.22
H 1.446 -0.928 1.651 0.21
H 1.290 -2.843 1.610 0.20
H 2.173 -0.024 -0.238 0.19
H 1.335 -0.172 -1.894 0.17
H 0.917 2.192 -1.916 0.19
H 2.388 2.173 -0.780 0.17
H 0.171 2.333 0.524 0.48
```

Properties
Frontier orbital gap, eV: 10.06
Highest occupied orbital energy, Ha: -0.330
SMILES: CCN(CC)CCO
LUMO energy, eV: 1.0820

---

Version b
ORCA calculation (ωB97M-V with the def2-TZVPD basis set) on an isolated molecule of C6H15NO.

Structure (XYZ):
```
23
Properties=species:S:1:pos:R:3:nbo_charge:R:1
C 0.411 -0.919 -2.393 -0.63
C -1.057 -0.432 -2.147 -0.21
N -1.154 0.706 -1.263 -0.65
C -1.391 0.384 0.162 -0.22
C -0.405 1.122 1.075 -0.42
C 0.919 0.446 1.290 0.09
C 0.779 -0.776 2.167 -0.64
O 1.792 1.446 1.799 -0.71
H 0.448 -1.959 -2.654 0.21
H 0.880 -0.289 -3.152 0.20
H 0.979 -0.646 -1.525 0.20
H -1.604 -1.329 -1.817 0.19
H -1.483 -0.159 -3.144 0.18
H -0.415 1.360 -1.465 0.36
H -2.427 0.697 0.319 0.19
H -1.362 -0.685 0.412 0.18
H -0.841 1.242 2.061 0.21
H -0.140 2.124 0.686 0.22
H 1.325 0.042 0.330 0.15
H 0.261 -1.594 1.725 0.22
H 0.152 -0.540 3.050 0.21
H 1.702 -1.246 2.532 0.21
H 2.631 1.003 1.952 0.47
```

Properties
Frontier orbital gap, eV: 9.32
Highest occupied orbital energy, Ha: -0.309
SMILES: CCNCC[C@H](C)O
LUMO energy, eV: 0.9143

---

Most stable to least stable: version b, version a